Record 1
121
Properties=species:S:1:pos:R:3:mulliken_charge:R:1 method="wB97M-V/def2-TZVPD" e_homo_ev=-8.3044 homo_lumo_gap_ev=7.856
C -1.0320 -3.7150 5.7880 2.6610
C -0.6800 -4.2870 4.3930 -1.6246
O -1.7220 -4.1090 3.5000 3.6851
H -1.8640 -4.1540 6.3680 -0.7568
H -1.1760 -2.6200 5.7940 -0.5920
H -0.2590 -3.9280 6.5590 -0.7512
H -0.3900 -5.2990 4.4310 0.7537
H 0.3340 -3.9370 3.9720 -0.1986
H -1.6170 -4.5710 2.6250 -1.5370
C -4.9310 -3.5840 8.4190 -0.1040
C -5.5650 -2.1440 8.1070 -0.4141
O -6.3720 -1.7940 9.1390 -0.5793
H -5.6260 -4.4230 8.5090 0.3632
H -4.3570 -3.5770 9.3550 0.3499
H -4.2620 -3.8310 7.6200 -0.4048
H -6.2060 -2.3490 7.2870 0.3007
H -4.8670 -1.3560 7.8100 0.1588
H -5.8530 -1.3910 9.8440 0.3383
C -4.2570 -7.3180 0.6340 -1.8087
C -3.6970 -7.1880 2.0200 1.3929
O -4.5620 -6.5060 2.8590 -0.6451
H -4.4330 -6.3840 0.1750 0.4336
H -5.2170 -7.8430 0.6410 0.3417
H -3.5470 -7.9590 0.0860 0.4719
H -2.6640 -6.6740 2.1620 -0.6879
H -3.4620 -8.2230 2.3750 0.2353
H -3.9910 -6.3320 3.6420 -0.0092
C -3.7370 -6.6220 7.0630 -1.0439
C -2.9440 -7.5070 6.1700 -0.3090
O -2.5120 -6.7250 5.1700 1.1382
H -3.9700 -7.1200 7.9450 0.5580
H -4.7080 -6.3110 6.6190 0.4027
H -3.1710 -5.7350 7.3550 -0.4134
H -3.4670 -8.3270 5.7470 0.3707
H -2.1320 -7.9290 6.7820 0.3046
H -1.6740 -7.0280 4.8210 -0.6137
C 0.8770 -3.4450 9.5370 -0.3736
C 1.1670 -2.5590 10.7410 -0.4638
O 0.0910 -1.6560 10.9390 -0.4857
H 0.8810 -2.9440 8.5380 -0.1425
H -0.0660 -3.9840 9.5680 0.2326
H 1.7070 -4.1690 9.4270 0.3186
H 2.1400 -1.9800 10.7050 0.3080
H 1.2280 -3.1940 11.6870 0.2864
H 0.2850 -1.0140 11.5910 0.2570
C 1.2530 -2.5050 0.2490 0.5761
O 1.9970 -3.2080 -0.7020 -0.7788
N 1.0010 -1.2420 0.2550 -0.2709
N 0.8490 -2.9210 1.3500 0.3640
H 1.5690 -0.7050 -0.4580 0.2643
H 0.4070 -0.7520 0.9470 0.2406
H 1.2590 -3.8100 1.7120 -0.0917
H 0.2530 -2.3220 1.9370 0.1494
C -1.3590 -0.7870 2.1830 -0.0243
O -2.4600 -1.2880 1.6570 -0.6922
N -0.7130 -1.5320 3.0340 2.0585
N -0.7540 0.2640 1.6680 -0.3385
H -1.2650 -2.3900 3.3320 -1.3538
H 0.1400 -1.3110 3.6030 -0.0623
H -1.3930 0.7890 1.0620 0.2553
H 0.1440 0.6630 1.9840 0.2701
C -0.6080 -8.9820 4.3440 -0.9931
O -0.8620 -7.9130 3.4590 -0.4996
H -0.1570 -9.8040 3.7500 0.4045
H -1.5090 -9.2910 4.8840 0.2678
H 0.1240 -8.7670 5.0740 0.2348
H -0.4290 -8.1490 2.6270 0.2873
C -0.1710 -6.4990 8.0190 -0.5728
O -0.1570 -7.7690 8.5030 -0.5735
H 0.3210 -6.1760 7.0870 0.0742
H 0.4760 -6.0240 8.7980 0.3747
H -1.1180 -6.0170 8.0800 0.2775
H 0.6330 -8.1900 8.3700 0.3237
C -4.6660 -3.5780 1.4180 -0.4246
O -5.7360 -4.4240 1.7130 -0.6796
H -3.6920 -3.9590 1.8150 -0.1951
H -4.9440 -2.6370 1.8430 0.2795
H -4.4910 -3.3910 0.3850 0.4300
H -5.3060 -5.3070 1.8640 0.3855
C -0.8250 1.1620 5.2470 0.1644
O -1.4030 2.3210 5.7800 -0.5677
H -0.8360 1.3090 4.1280 0.1126
H -1.3250 0.2850 5.4950 -0.2098
H 0.2170 1.0230 5.4810 0.1719
H -1.5340 2.2690 6.7220 0.3172
C -4.1860 -2.3220 4.7180 0.2304
O -4.3380 -3.7890 4.7250 -0.6742
H -4.5560 -1.9030 3.8050 0.2149
H -3.1530 -2.0780 4.9300 -0.4097
H -4.6690 -1.8240 5.5160 0.3141
H -3.5580 -4.2440 4.5120 -0.3273
C 1.7490 -6.0030 1.6520 -0.7748
O 2.2730 -5.0420 2.5520 -0.5775
H 2.4410 -6.8820 1.5790 0.4339
H 1.5880 -5.5420 0.6780 0.3720
H 0.8110 -6.4410 1.9820 0.0660
H 2.4280 -5.4430 3.4310 0.3927
C -1.4640 -5.4000 -0.2990 -0.8199
O -1.3230 -4.7740 0.9660 -0.0054
H -2.1370 -4.7410 -0.8330 0.3096
H -1.9430 -6.4200 -0.2500 0.1136
H -0.5550 -5.4190 -0.8850 0.3996
H -0.4520 -4.3820 0.9250 -0.4587
C 2.5290 -5.2490 6.5560 -0.6576
O 2.3010 -5.5790 5.2960 -0.4431
H 2.4420 -6.0380 7.2870 0.3557
H 1.8370 -4.4890 6.8320 -0.1824
H 3.4990 -4.8410 6.6380 0.5033
H 2.6450 -6.4180 4.9970 0.2957
C 1.8410 -1.3210 5.9930 -0.7213
O 1.2180 -1.1780 4.7790 -0.4574
H 2.3420 -2.2910 6.0910 0.1120
H 1.2430 -1.0650 6.8510 0.1480
H 2.6230 -0.6030 5.8110 0.5309
H 1.8550 -0.8110 4.1350 0.1513
C -1.8800 -1.3450 8.2270 -0.4973
O -2.1660 -1.2030 9.5510 -0.6240
H -2.7750 -1.2500 7.6750 -0.0639
H -1.4840 -2.2920 7.9020 0.0357
H -1.1560 -0.6470 7.8860 0.5251
H -1.3460 -1.4230 9.9700 0.5307

Record 2
71
Properties=species:S:1:pos:R:3:mulliken_charge:R:1 method="wB97M-V/def2-TZVPD" e_homo_ev=-6.9065 relative_energy_kj_mol=78.7 homo_lumo_gap_ev=5.443
F 5.4288 0.8417 4.0298 -0.2236
C 4.3934 -0.0048 3.8646 0.6881
F 4.5885 -0.7032 2.7114 -0.2155
F 4.3722 -0.8821 4.8790 -0.2393
S 2.7787 0.9750 3.7894 1.0832
C 1.8325 0.1750 2.4902 -0.5316
C 0.3925 0.2070 2.8620 -0.0853
C -0.3313 -0.9941 2.8834 -0.3945
C -1.6583 -0.9997 3.2954 -0.7364
C -2.3035 0.2028 3.6098 0.6283
C -3.6970 0.2216 3.9705 -0.1328
N -4.8315 0.2407 4.2620 -0.6004
C -1.5923 1.4070 3.5549 -0.9389
C -0.2562 1.4177 3.1743 0.0209
O 2.1572 0.8050 5.0787 -0.7046
O 3.0735 2.3026 3.2816 -0.6668
H 2.2380 -0.8414 2.4219 0.8514
H 0.1875 -1.9171 2.6105 0.4088
H -2.2018 -1.9429 3.3875 0.4510
H -2.0905 2.3413 3.8287 0.4494
H 0.2883 2.3628 3.1098 0.5113
C -1.5893 -1.4902 -4.8862 -0.9902
N -1.4424 -0.8845 -3.5832 0.2824
C -2.5173 -0.3978 -2.8904 0.2519
O -3.6839 -0.4371 -3.2739 -0.7070
C -1.9789 0.2024 -1.5900 0.1392
C -2.6130 -0.3634 -0.3172 -0.0672
C -4.1113 -0.1674 -0.2657 0.6035
C -4.9471 -1.2751 -0.1020 -0.3629
C -6.3336 -1.1153 -0.1430 -0.7744
C -6.8854 0.1616 -0.3060 -0.3782
C -6.0456 1.2744 -0.4343 -0.8539
C -4.6563 1.1126 -0.4043 -0.1406
N -0.5458 -0.0785 -1.6768 0.4950
C 0.2825 0.3139 -0.6940 0.4109
C 1.6706 0.1966 -0.7707 0.3621
C 2.5427 0.5860 0.2124 -0.5140
C 3.9484 0.6770 -0.0101 0.5646
C 4.7905 1.5526 0.7363 -0.2364
C 6.1522 1.6395 0.4840 -0.7707
C 6.7353 0.8760 -0.5377 -0.3632
C 5.9370 -0.0008 -1.2830 -0.7782
C 4.5824 -0.1304 -1.0034 -0.4056
C -0.1402 -0.6860 -2.9644 0.1015
C 0.5645 -2.0415 -2.7952 -1.4455
C 0.7198 0.2608 -3.8179 -1.5594
H -2.6506 -1.5339 -5.1334 0.3753
H -1.0606 -0.9060 -5.6501 0.3034
H -1.1753 -2.5051 -4.8812 0.3025
H -2.1457 1.2977 -1.6232 0.2826
H -2.3750 -1.4381 -0.2468 0.4076
H -2.1439 0.1342 0.5454 -0.2793
H -4.4880 -2.2592 0.0220 0.3619
H -6.9744 -1.9927 -0.0545 0.3703
H -7.9691 0.2874 -0.3368 0.3795
H -6.4646 2.2725 -0.5679 0.3691
H -3.9848 1.9689 -0.5105 0.3673
H -0.1990 0.7786 0.1739 0.7430
H 2.0864 -0.2144 -1.6922 -0.2725
H 2.0984 0.8178 1.3128 -0.7034
H 4.3351 2.1815 1.5022 0.6060
H 6.7662 2.3062 1.0919 0.4205
H 7.8032 0.9533 -0.7414 0.3781
H 6.3774 -0.5999 -2.0836 0.3848
H 3.9883 -0.8867 -1.5236 0.3955
H -0.1109 -2.7509 -2.2994 0.3444
H 0.8315 -2.4309 -3.7860 0.4938
H 1.4743 -1.9547 -2.1976 0.2895
H 0.0940 1.0738 -4.2067 0.4124
H 1.5315 0.7021 -3.2366 0.3356
H 1.1505 -0.3020 -4.6555 0.4450

Record 3
7
Properties=species:S:1:pos:R:3:mulliken_charge:R:1 method="wB97M-V/def2-TZVPD" charge=+1 multiplicity=8 e_homo_ev="-12.2829 / -14.2303" relative_energy_kj_mol=0.0 s_squared=15.76 homo_lumo_gap_ev="7.279 / 9.284"
O 0.2043 -1.4663 0.2135 -0.6659
C 0.7106 -0.3132 0.4188 -0.0302
C 0.0017 0.8383 -0.0397 0.1022
O -1.0365 0.6644 -0.7729 -0.7048
Sm -1.5528 -1.4990 -1.2410 1.5762
H 0.4549 1.8342 0.0364 0.4077
H 1.2178 -0.0585 1.3849 0.3149